[1]
Computed, not measured: a structure of composition C9H17N at a distorted geometry, with ωB97M-V with the def2-TZVPD basis set.

As for the charge: 0. The calculation puts the LUMO energy at 0.0143 Eh. The strongest force on any atom is 2.5 eV/Å. As for the HOMO energy: -0.230 hartree. The calculation puts the total energy at -407.72710 hartree. As for the energy above the lowest of the compared OMol25 structures with the same formula, charge and spin: 331.6 kJ/mol.

Element x y z (Å)
C 0.94024 -2.43439 -0.05011
C 2.46676 0.64268 -0.19201
C -1.32221 -0.26111 -1.79048
C -0.38139 0.79169 1.90118
C -0.29874 2.22921 -0.15671
N 0.71681 -1.05549 -0.37416
C 1.10841 0.09370 0.04846
C -1.04380 -0.47813 -0.31437
C -0.14612 0.81830 0.39411
C -2.02660 -1.12756 0.39117
H 0.57548 -2.68468 0.94928
H 0.37754 -3.04091 -0.76012
H 2.00413 -2.66285 -0.14801
H 2.87452 0.33082 -1.15425
H 2.50253 1.73136 -0.15149
H 3.14744 0.30395 0.59270
H -2.08245 0.50625 -1.93528
H -1.67393 -1.17941 -2.26227
H -0.42784 0.05834 -2.32508
H -0.17630 -0.18597 2.33393
H 0.26331 1.51622 2.40545
H -0.01917 2.29839 -1.20782
H -1.34379 2.53018 -0.05995
H 0.32790 2.94524 0.38263
H -1.43096 1.02188 2.10004
H -1.94867 -1.36037 1.44146
H -2.98310 -1.34732 -0.05830

Cartesian forces (eV/Å) of the 2 atoms listed first:
1.4 -0.1 -1.2
0.8 0.2 0.9

[2]
Computed, not measured: a cluster of 2 separate species, CH4NO in total at a distorted geometry, with ωB97M-V with the def2-TZVPD basis set.

As for the charge: -1. The calculation puts the LUMO energy at 0.1912 Eh. The strongest force on any atom is 3.5 eV/Å. As for the HOMO energy: -0.087 hartree. The calculation puts the total energy at -170.43509 hartree. As for the energy above the lowest of the compared OMol25 structures with the same formula, charge and spin: 118.0 kJ/mol.

Element x y z (Å)
O 1.60069 0.65347 0.89335
H 1.83873 1.57191 0.63727
C -0.57850 -0.65499 0.01782
N -1.17339 -0.55046 -1.09160
H -0.97688 -1.30594 0.79772
H 0.29741 0.09522 0.50734
H -1.00806 0.19079 -1.76190

Cartesian forces (eV/Å) of the 2 atoms listed first:
0.6 1.2 0.1
-0.3 -0.8 0.3

[3]
Computed, not measured: a cluster of 2 separate species, C29H40BClF3NO10 in total at a distorted geometry, with ωB97M-V with the def2-TZVPD basis set.

As for the charge: 0. The calculation puts the LUMO energy at -0.0673 Eh. The strongest force on any atom is 8.5 eV/Å. As for the HOMO energy: -0.332 hartree. The calculation puts the total energy at -2720.15363 hartree.

Element x y z (Å)
C 8.64285 0.17415 1.12372
C 7.34594 0.40977 0.09778
O 6.21956 0.88580 0.91562
B 4.98620 0.09155 0.67464
O 4.59747 -1.00011 1.61242
C 4.11877 0.44055 -0.67808
C 4.55398 -0.32241 -2.09293
C 3.74893 -0.10961 -3.51374
C 2.44519 0.93022 -3.46256
C 1.61252 1.09613 -4.88366
O 0.38175 0.28955 -4.78344
C 0.65266 -1.14682 -5.03420
O -0.52291 -2.02298 -4.79673
C -0.22522 -2.92572 -3.65299
C -1.42888 -4.04242 -3.38838
O -2.54616 -3.52878 -2.57981
C 2.04094 1.72957 -2.05467
C 2.87088 1.50247 -0.62857
C 2.34072 2.33440 0.68034
O 3.07421 2.75516 1.71353
C 0.72073 2.74694 0.70496
C -0.01094 2.93104 2.16332
C -0.49911 1.43323 2.67753
C 0.61699 0.69476 3.64213
Cl 1.01655 -1.06426 3.08473
C -0.03575 2.98376 -0.58972
C -1.62141 3.44028 -0.65654
C -2.68153 2.21562 -0.34064
N -3.29174 1.58313 -1.57297
C -2.50195 0.39125 -2.07305
C -3.45257 -0.47813 -3.09426
C -4.73109 1.22851 -1.25966
C -5.24763 0.23832 -0.05571
O -5.68312 1.74372 -2.08113
C 0.75121 2.78720 -2.01748
O 0.30206 3.45036 -3.08630
H 8.43269 -0.74550 1.82234
H 8.69917 1.16215 1.78943
H 9.66610 0.10407 0.55332
H 7.68548 1.30687 -0.60758
H 7.11627 -0.53449 -0.55574
H 4.61247 -1.89470 1.16172
H 5.47042 -1.07845 -2.11509
H 4.07610 -0.69450 -4.48242
H 1.44125 2.23136 -5.11020
H 2.25877 0.64418 -5.77531
H 1.51306 -1.56854 -4.32256
H 1.01418 -1.32965 -6.14508
H -0.05611 -2.26127 -2.69937
H 0.74991 -3.56510 -3.88674
H -0.90737 -4.90907 -2.75733
H -1.76230 -4.51714 -4.40563
H -2.36141 -3.64792 -1.60075
H 0.75200 3.34868 2.98023
H -0.90748 3.70174 2.12396
H -1.54366 1.60805 3.21395
H -0.59901 0.74043 1.71319
H 0.26915 0.62605 4.78183
H 1.66235 1.25021 3.67136
H -1.79581 4.28287 0.16882
H -1.83787 3.99114 -1.69318
H -2.22136 1.39631 0.37566
H -3.59016 2.68917 0.27080
H -1.48870 0.77065 -2.57421
H -2.18536 -0.24116 -1.12011
H -4.15784 0.16539 -3.77451
H -2.78910 -1.14682 -3.82597
H -4.05706 -1.26909 -2.43678
H -5.34511 0.78530 0.99676
H -6.34519 -0.12821 -0.34950
H -4.59597 -0.75597 0.05379
C -1.87676 -1.78962 6.85393
C -3.38708 -1.80030 6.70656
O -3.77460 -1.24594 5.43871
C -3.70196 -2.09372 4.36318
O -3.32934 -3.26200 4.43752
C -4.18682 -1.39762 3.09496
F -3.68005 -0.13813 2.95492
F -5.54458 -1.26261 3.07094
F -3.85158 -2.06698 1.95641
H -1.48191 -0.78004 6.69803
H -1.58242 -2.13558 7.84886
H -1.40149 -2.43504 6.10814
H -3.83479 -1.16803 7.47987
H -3.79928 -2.80764 6.83533

Cartesian forces (eV/Å) of the 2 atoms listed first:
-0.8 0.8 0.1
2.1 1.0 0.1

[4]
Computed, not measured: a cluster of 2 separate species, C3H3F3 in total at a distorted geometry, with ωB97M-V with the def2-TZVPD basis set.

As for the charge: 0. The calculation puts the LUMO energy (alpha / beta) at -0.0007 / -0.0042 Eh. The strongest force on any atom is 3.6 eV/Å. As for the HOMO energy (alpha / beta): -0.348 / -0.337 hartree. The calculation puts the total energy at -415.55741 hartree. As for the energy above the lowest of the compared OMol25 structures with the same formula, charge and spin: 353.6 kJ/mol.

Element x y z (Å)
C -0.17986 -0.44696 -0.03064
C 0.61566 0.56109 0.04131
C 3.10639 0.00758 0.00002
F 3.20975 -1.31318 0.17549
F 3.60480 0.35158 -1.18567
F 3.73539 0.65973 0.97654
H -1.25904 -0.30776 -0.01244
H 0.15152 -1.47085 -0.11525
H 0.65720 1.61768 0.13437

Cartesian forces (eV/Å) of the 2 atoms listed first:
-0.7 -0.5 0.0
3.5 -0.5 0.0

[5]
Computed, not measured: a structure of composition C21H34N5NiO2Si, with ωB97M-V with the def2-TZVPD basis set.

As for the charge: +1. The calculation puts the LUMO energy at -0.1000 Eh. The strongest force on any atom is 0.4 eV/Å. As for the HOMO energy: -0.347 hartree. The calculation puts the total energy at -3042.57577 hartree. As for the energy above the lowest of the compared OMol25 structures with the same formula, charge and spin: 6.6 kJ/mol.

Element x y z (Å)
Ni 0.72119 -0.18286 0.23751
O -2.80773 1.38482 -0.59192
C -2.04060 0.60374 -0.07106
O -0.80959 0.43301 -0.57902
C -1.59928 -1.38200 1.28905
C -2.21786 -2.18835 2.40973
C -1.57677 -2.46917 3.54485
C -0.23848 -1.99260 3.78855
C 0.36390 -1.33557 2.77333
N -0.19154 -1.09655 1.55385
H -3.21651 -2.55930 2.21456
H -2.07626 -3.06110 4.30237
H 0.26364 -2.14681 4.72982
H 1.36502 -0.94393 2.92239
N -0.02106 -1.30401 -2.44882
C 1.44070 -1.37319 -2.82098
C 2.30164 -2.17880 -1.82847
C 3.12312 -1.43837 -0.75601
N 2.35561 -1.19797 0.49671
C 3.70063 -0.13055 -1.28687
C 2.65182 0.73870 -1.96346
N 1.62035 1.11640 -0.97608
C 2.02161 0.00154 -3.14591
H -0.33568 -2.18431 -2.02016
H -0.57972 -1.17493 -3.29289
H -0.33317 -0.54027 -1.77932
H 1.42117 -1.95543 -3.74160
H 3.04616 -2.67944 -2.45220
H 1.71088 -2.98204 -1.38066
H 3.95338 -2.09907 -0.49596
H 2.96852 -0.81028 1.20988
H 2.01678 -2.08212 0.87027
H 4.49021 -0.35758 -2.00617
H 4.17935 0.41922 -0.47118
H 3.13289 1.63700 -2.35797
H 0.83247 1.59041 -1.41699
H 2.00242 1.79356 -0.31651
H 2.81754 -0.15536 -3.87761
H 1.27720 0.62759 -3.64519
C -3.45589 2.42992 2.11820
Si -3.72618 0.59039 1.99060
C -5.32150 0.13136 1.13684
C -3.79401 -0.00807 3.76047
N -2.35433 -0.12645 1.05396
C -1.73801 -2.29136 0.04483
C -0.86023 -3.36859 -0.08172
C -0.96275 -4.25697 -1.14630
C -1.96149 -4.08668 -2.10091
C -2.86404 -3.03978 -1.96017
C -2.75821 -2.15403 -0.89228
H -4.25884 2.83781 2.73787
H -3.45787 2.94683 1.16312
H -2.51091 2.63730 2.62779
H -6.18071 0.52614 1.68353
H -5.43574 -0.95646 1.10249
H -5.35516 0.51813 0.11826
H -4.50671 0.65346 4.26308
H -2.83286 0.09174 4.26651
H -4.14512 -1.02927 3.89390
H -0.11048 -3.52108 0.68689
H -0.28318 -5.09830 -1.21739
H -2.05451 -4.78303 -2.92376
H -3.66501 -2.91582 -2.67758
H -3.47545 -1.34945 -0.79352

Cartesian forces (eV/Å) of the 2 atoms listed first:
0.2 0.0 0.1
-0.1 0.0 -0.1

[6]
Computed, not measured: a structure of composition C4H4CdO at a distorted geometry, with ωB97M-V with the def2-TZVPD basis set.

As for the charge: 0. The calculation puts the LUMO energy at -0.0113 Eh. The strongest force on any atom is 3.1 eV/Å. As for the HOMO energy: -0.249 hartree. The calculation puts the total energy at -397.50479 hartree. As for the energy above the lowest of the compared OMol25 structures with the same formula, charge and spin: 0.0 kJ/mol.

Element x y z (Å)
C 0.57319 -0.02754 -1.63303
C -0.54694 -0.43691 -2.28887
O -1.74892 -0.42770 -1.67387
Cd -0.83070 0.44946 -0.16527
H 1.52626 -0.18938 -2.14832
H -0.57016 -0.80462 -3.33373
C 0.24422 0.21642 3.06684
C -0.18088 0.19799 1.89511
H 0.71325 0.04614 4.02967
H 0.82069 0.97613 2.25148

Cartesian forces (eV/Å) of the 2 atoms listed first:
0.1 -0.4 -1.7
0.9 -0.5 -0.9